# 1
The following is a DFT calculation (wB97M-V/def2-TZVPD) of a molecular structure, C20H31NdO2.

Element x y z (Å)
O: 0.6323 -0.0476 -2.8626
C: 0.7468 1.1029 -3.8035
C: 0.6076 0.2473 -5.0593
H: 1.7392 1.5580 -3.7288
H: -0.0673 1.8230 -3.6665
C: 0.6017 -0.9275 -4.0373
H: 1.4646 0.2735 -5.7350
H: -0.3250 0.4399 -5.5956
C: 1.8854 -1.7348 -4.0945
H: 2.7661 -1.0876 -3.9759
H: 1.9682 -2.1629 -5.0965
H: 1.8434 -2.5728 -3.3844
C: -0.6486 -1.7820 -4.1187
H: -1.5517 -1.1904 -3.9118
H: -0.5488 -2.6451 -3.4476
H: -0.7313 -2.1569 -5.1443
Nd: 0.2239 -0.3906 2.0223
C: -1.6494 -0.7729 4.0194
C: -1.3189 0.6043 3.9245
C: -1.9179 1.1056 2.7333
H: -0.7373 1.1768 4.6428
C: -2.5589 0.0003 2.0752
C: -2.3162 -1.1727 2.8387
H: -2.6281 -2.1877 2.5880
H: -1.5234 -1.3597 4.9242
H: -1.9326 2.1534 2.4341
H: -3.2385 0.0879 1.2324
C: 0.9045 -1.9766 4.0069
C: 0.3549 -2.9180 3.0846
C: 1.2417 -3.0015 1.9705
H: -0.5325 -3.5163 3.2728
C: 2.3574 -2.1475 2.2302
C: 2.1300 -1.4899 3.4774
H: 2.7309 -0.7161 3.9405
H: 0.4863 -1.6526 4.9539
H: 1.1049 -3.6288 1.0926
H: 3.2772 -2.0560 1.6514
O: 0.3011 1.2857 -0.2078
C: -0.9600 0.8293 -0.7806
C: -1.9325 1.9892 -0.7695
H: -1.3260 -0.1289 -0.3464
H: -0.6341 0.6002 -1.7942
C: -0.9823 3.1793 -1.0079
H: -2.3856 2.0877 0.2344
H: -2.7482 1.8498 -1.4905
C: 0.3075 2.7425 -0.2397
H: -1.3580 4.1246 -0.5575
H: -0.7806 3.3922 -2.0961
H: 0.2753 3.0494 0.8256
H: 1.2795 3.0126 -0.6973
C: 1.3799 1.4479 3.2335
H: 2.4724 1.3863 3.0487
H: 1.2469 1.4517 4.3325
H: 1.0041 2.4223 2.8592

Properties
HOMO-LUMO gap (alpha / beta)   7.74 / 7.76 eV
Maximum force   0.0474 hartree/bohr
E   -1492.46528 hartree
<S²>   3.754
E_LUMO (alpha / beta)   0.308 / 0.310 eV
2S+1   4
Energy above the lowest of the compared OMol25 structures with the same formula, charge and spin   27.3 kcal per mole


# 2
The following is a DFT calculation (wB97M-V/def2-TZVPD) of a molecular structure, C20H32AsBF10N3O12S2.

Element x y z (Å)
N: -3.6962 -0.5756 -0.9061
H: -3.8622 -0.7595 0.0731
H: -3.9452 0.3723 -1.1500
H: -4.0030 -1.4075 -1.3898
H: -2.7122 -0.6948 -1.1000
N: 1.2114 -1.8206 -2.8101
H: 0.3634 -1.4577 -2.3986
H: 1.2601 -2.0315 -3.7966
H: 1.2573 -2.6168 -2.1904
H: 1.9489 -1.1423 -2.6831
N: 0.9095 -1.0842 1.9926
H: 1.1475 -2.0556 2.1336
H: 1.5851 -0.6488 1.3811
H: 0.9540 -0.8462 2.9732
H: -0.0343 -0.9738 1.6503
C: -2.2178 -3.2859 -1.8589
C: -3.4149 -3.7823 -2.0672
C: -3.8113 -5.2420 -1.6862
O: -4.9766 -5.8012 -1.7182
C: -2.8747 -5.9943 -1.0543
C: -1.4993 -5.5697 -0.9150
C: -1.1066 -4.0781 -1.3668
O: 0.0862 -3.7707 -1.4080
O: -0.5297 -6.2932 -0.6229
O: -4.3053 -2.9959 -2.6456
H: -2.0141 -2.3398 -2.3383
H: -3.1358 -7.0090 -0.7924
C: -3.9942 -4.1904 3.4162
C: -2.7288 -4.4864 3.0533
C: -1.7868 -3.4325 2.4700
O: -0.5497 -3.6483 2.3692
C: -2.2148 -2.2520 2.0449
C: -3.6027 -1.9294 2.1876
C: -4.4532 -2.8338 3.2176
O: -5.4677 -2.4385 3.7734
O: -4.1180 -1.0335 1.5785
O: -2.5033 -5.7984 3.1020
H: -4.5906 -4.9658 3.8738
H: -1.5344 -1.5667 1.5614
B: -0.5130 0.2884 -0.7462
F: -0.7911 -0.8899 -0.1465
F: -1.3022 0.2807 -1.9078
F: -0.8656 1.2721 0.1320
F: 0.8284 0.3397 -0.8389
As: 4.2961 -1.8730 0.5323
F: 5.5818 -3.0824 0.5279
F: 5.3332 -0.7304 1.4721
F: 3.0355 -0.5528 0.4754
F: 3.1554 -2.8736 -0.4471
F: 3.5236 -2.4338 2.0069
F: 4.9342 -1.1229 -0.9872
C: 2.5710 3.9136 -2.2946
C: 4.0532 3.6887 -1.9969
C: 4.3798 2.2028 -2.1313
S: 3.4590 1.5237 -3.4974
O: 3.0732 0.1091 -3.2215
O: 4.0790 1.9984 -4.7436
C: 2.0082 2.5382 -3.0164
H: 2.3737 4.8135 -2.8770
H: 2.1384 4.0157 -1.2993
H: 4.2488 3.9896 -0.9677
H: 4.6507 4.2425 -2.7210
H: 4.0152 1.6038 -1.2968
H: 5.4044 1.8565 -2.2663
H: 1.2715 1.9969 -2.4228
H: 1.4786 2.7623 -3.9423
C: -1.0438 5.2238 3.0084
C: -1.1917 4.9765 1.4747
C: -0.1073 5.8037 0.8022
S: 1.3763 5.9836 2.0212
O: 1.7923 7.4172 2.2595
O: 2.4142 5.0603 1.6320
C: 0.4581 5.3499 3.4961
H: -1.7142 4.6758 3.6705
H: -1.5589 6.1174 3.3609
H: -2.1906 5.1477 1.0735
H: -0.9439 3.9399 1.2459
H: -0.5743 6.7627 1.0267
H: 0.0932 5.7313 -0.2668
H: 0.6833 5.9811 4.3558
H: 1.0465 4.4324 3.5075

Properties
HOMO-LUMO gap (alpha / beta)   3.97 / 3.41 eV
Total charge   -2
Maximum force   0.1286 hartree/bohr
E   -5904.32798 hartree
<S²>   0.798
E_LUMO (alpha / beta)   2.946 / 2.392 eV
2S+1   2


# 3
The following is a DFT calculation (wB97M-V/def2-TZVPD) of 3 unconnected molecules or ions with the total composition C20H32ClF2N2O11P.

Element x y z (Å)
C: -0.9989 0.7907 4.9722
C: -2.0351 1.5623 4.1445
O: -2.5327 0.7522 3.0809
C: -1.5128 2.8979 3.6242
N: -0.2674 2.7496 2.8582
C: -0.3265 3.2881 1.5018
C: 0.9265 2.9125 0.7195
O: 0.5627 2.6857 -0.6386
C: 1.4034 1.8312 -1.3834
C: 2.8945 2.0847 -1.1694
C: 3.3111 3.5004 -1.5957
C: 4.3573 4.1546 -0.7306
O: 5.2444 4.8382 -1.1433
O: 4.2004 3.9046 0.6137
N: 1.1143 2.1627 -2.7961
C: 0.6428 1.0838 -3.5063
O: 0.0171 1.1264 -4.5323
C: 1.0621 -0.1611 -2.7274
Cl: 0.0416 -1.5377 -3.1013
C: 0.9290 0.3418 -1.2862
P: 1.3877 -0.9089 0.0163
C: 3.0454 -0.5469 0.7026
C: 0.2181 -0.6679 1.3916
H: -0.9880 -0.2479 4.6460
H: 0.0073 1.1926 4.8468
H: -1.2445 0.8179 6.0340
H: -2.8925 1.7936 4.7831
H: -2.1178 1.0295 2.2587
H: -2.2757 3.3283 2.9681
H: -1.3714 3.5678 4.4768
H: 0.4863 3.2082 3.3538
H: -1.1782 2.8418 0.9826
H: -0.4728 4.3772 1.4823
H: 1.6723 3.7107 0.7669
H: 1.3636 2.0179 1.1696
H: 3.4068 1.3598 -1.8055
H: 3.1906 1.9014 -0.1429
H: 3.6879 3.5220 -2.6140
H: 2.4393 4.1627 -1.5484
H: 4.2556 4.7389 1.0956
H: 0.5834 3.0143 -2.9309
H: 2.1057 -0.4034 -2.9398
H: -0.1471 0.4574 -1.1041
H: 3.3116 -1.4018 1.3250
H: 3.1466 0.3578 1.3068
H: 3.7552 -0.5068 -0.1239
H: 0.4510 -1.5051 2.0527
H: -0.7835 -0.8478 0.9966
H: 0.2508 0.2761 1.9379
O: -3.9610 -4.3079 -7.7954
C: -3.6574 -3.7920 -6.7753
O: -4.2248 -2.6715 -6.2671
C: -3.7093 -2.4564 -4.9525
C: -2.3996 -3.2174 -5.0000
F: -2.0884 -3.7821 -3.8077
O: -2.6756 -4.2360 -5.9392
H: -4.3808 -2.9066 -4.2191
H: -3.5951 -1.3945 -4.7578
H: -1.5482 -2.6270 -5.3420
O: 1.1392 -3.7244 2.0615
C: 0.1092 -4.2980 2.1750
O: -0.0781 -5.4399 2.8750
C: -1.4764 -5.7340 2.8974
C: -1.9805 -4.9720 1.6860
F: -3.2265 -4.4787 1.8673
O: -1.0600 -3.9031 1.6009
H: -1.9207 -5.3277 3.8075
H: -1.6345 -6.8067 2.8471
H: -1.9591 -5.5320 0.7494

Properties
HOMO-LUMO gap   8.29 eV
Maximum force   0.0231 hartree/bohr
E   -2719.75167 hartree
SMILES   C[C@H](O)CNCCO[C@]1(CCC(=O)O)NC(=O)[C@H](Cl)[C@H]1P(C)C.O=C1OC[C@@H](F)O1.O=C1OC[C@@H](F)O1
E_LUMO   0.140 eV


# 4
The following is a DFT calculation (wB97M-V/def2-TZVPD) of a molecular structure, C20H32FN4O4SSn.

Element x y z (Å)
C: 1.7345 3.1695 1.8507
C: 0.2441 3.3059 1.5725
C: -0.1759 4.6671 2.1483
C: -0.5892 2.2269 2.2523
C: -0.4296 0.8256 1.6728
C: -1.6293 -0.0358 2.1419
C: -1.7343 -1.4542 1.5208
C: -2.8857 -1.7516 0.5453
C: -2.6445 -2.9194 -0.4037
C: -2.0604 -2.5398 -1.7773
C: -1.1575 -3.6001 -2.4241
C: 0.1962 -3.0966 -2.8914
S: 1.3727 -3.0882 -1.5174
C: 2.7122 -2.3580 -2.3245
N: 3.2542 -1.2071 -2.0447
N: 4.3233 -1.0798 -2.9139
C: 4.3245 -2.1523 -3.6472
O: 3.3402 -3.0114 -3.3362
C: 0.7360 0.0876 2.3459
O: 0.9540 0.2697 3.5047
N: 1.3561 -0.9081 1.5535
C: 1.9338 -1.9320 2.3523
O: 3.0653 -2.1498 2.5358
F: 0.9501 -2.6795 2.8165
C: -0.4426 0.8170 0.1308
C: 0.1595 2.0061 -0.6306
C: 1.6462 1.8251 -0.9672
C: -0.5751 2.0965 -1.9737
N: -0.0929 3.2703 0.1224
O: -1.1620 3.7826 -0.1366
H: 1.8627 3.1075 2.9206
H: 2.2683 4.0391 1.4972
H: 2.1853 2.2807 1.4359
H: -1.2334 4.7248 2.3467
H: 0.1066 5.4567 1.4670
H: 0.3806 4.8348 3.0568
H: -1.6263 2.5381 2.1435
H: -0.3391 2.2371 3.3029
H: -2.4973 0.6414 1.8673
H: -1.6536 -0.1037 3.2204
H: -1.8844 -2.1432 2.3382
H: -0.8056 -1.7057 1.0327
H: -3.7510 -2.0232 1.1577
H: -3.1624 -0.8933 -0.1323
H: -3.6181 -3.3466 -0.6060
H: -2.0743 -3.6776 0.1171
H: -1.5149 -1.6011 -1.7041
H: -2.9031 -2.3642 -2.4313
H: -1.0418 -4.4239 -1.7302
H: -1.6397 -3.9868 -3.3095
H: 0.1211 -2.0986 -3.2986
H: 0.5751 -3.7660 -3.6480
H: 5.0279 -2.3722 -4.4227
H: 2.1474 -0.5392 1.0215
H: -1.4633 0.6978 -0.2273
H: 0.0893 -0.0648 -0.2035
H: 2.1973 1.2637 -0.2318
H: 1.7452 1.3096 -1.9079
H: 2.1202 2.7908 -1.0764
H: -1.6479 2.0486 -1.8638
H: -0.2799 2.9798 -2.5206
H: -0.2786 1.2402 -2.5631
Sn: -4.1358 0.5329 0.8733

Properties
HOMO-LUMO gap (alpha / beta)   4.75 / 4.75 eV
Total charge   +2
Maximum force   0.1018 hartree/bohr
E   -2012.83741 hartree
<S²>   0.753
E_LUMO (alpha / beta)   -9.428 / -9.435 eV
2S+1   2
Energy above the lowest of the compared OMol25 structures with the same formula, charge and spin   0.0 kcal per mole